Record 1
The following is a DFT calculation (ωB97M-V with the def2-TZVPD basis set) of a gas-phase ion, C12H15N2O (charge +1).

Geometry as ORCA input:
```
! wB97M-V def2-TZVPD RIJCOSX def2/J DEFGRID3
* xyz 1 1
O 4.2681 -0.5805 3.6032
C -0.4069 -0.1648 2.8022
C -1.1826 -0.5841 1.9527
N 3.3415 0.0766 3.1148
C 2.6968 0.3228 -0.0206
C 1.7722 2.2123 1.2072
C 2.7818 1.2368 1.0717
C 1.6303 0.4470 -0.9062
C 0.7178 2.2353 0.2922
N 0.6746 1.3706 -0.7527
C 3.8058 1.1076 2.1851
C -2.0866 -1.1163 0.9063
C -0.5806 1.3497 -1.5361
C -1.5172 -0.7715 -0.4812
C -1.7573 0.7215 -0.8141
H 0.2255 0.2176 3.5763
H 3.3683 -0.5151 -0.1225
H 1.7587 2.8281 2.0902
H 1.5076 -0.2765 -1.7316
H -0.0618 2.9748 0.4000
H 3.9160 2.0344 2.7438
H 4.7960 0.8693 1.7435
H -3.1018 -0.7132 1.0606
H -2.1912 -2.2056 0.9194
H -0.4188 0.7683 -2.4981
H -0.9434 2.3703 -1.7777
H -2.0525 -1.3664 -1.1972
H -0.4551 -1.0688 -0.5507
H -2.0042 1.3277 0.0738
H -2.6257 0.7674 -1.4790
*
```

The frontier orbital gap comes out at 0.30450 Ha. The value obtained for the HOMO energy is -12.83 eV.

Listed below, in e, are the Mulliken charges computed for each atom: number 1, O, carries -0.339; number 2, C, carries -0.029; number 3, C, carries -0.277; number 4, N, carries 0.182; number 5, C, carries -0.670; number 6, C, carries -0.715; number 7, C, carries 0.905; number 8, C, carries -0.016; number 9, C, carries -0.162; number 10, N, carries 0.238; number 11, C, carries -1.013; number 12, C, carries -0.953; number 13, C, carries -0.994; number 14, C, carries -0.477; number 15, C, carries -0.547; number 16, H, carries 0.457; number 17, H, carries 0.463; number 18, H, carries 0.432; number 19, H, carries 0.417; number 20, H, carries 0.384; number 21, H, carries 0.427; number 22, H, carries 0.420; number 23, H, carries 0.325; number 24, H, carries 0.358; number 25, H, carries 0.347; number 26, H, carries 0.354; number 27, H, carries 0.425; number 28, H, carries 0.260; number 29, H, carries 0.398; number 30, H, carries 0.403

Record 2
The following is a DFT calculation (ωB97M-V with the def2-TZVPD basis set) of a gas-phase ion, C12H15N2O7P2 (charge +1).

Geometry as ORCA input:
```
! wB97M-V def2-TZVPD RIJCOSX def2/J DEFGRID3
* xyz 1 1
O 1.9720 -3.0987 2.0108
N 2.7223 -3.3702 1.1798
O 2.3769 -2.7557 -0.1159
C 2.2583 -1.3444 -0.0470
C 0.8073 -0.8781 0.0044
C -0.1577 -1.8482 -0.0554
C -1.5454 -1.6078 0.0293
P -2.6256 -3.1076 0.0099
O -3.5023 -3.1937 1.1905
C -2.0098 -0.3261 0.1517
P -3.8290 -0.1498 0.1539
O -4.4041 -1.1341 -0.7525
O -4.2726 -0.2859 1.6609
O -4.2614 1.3465 -0.2282
C -1.0348 0.7221 0.2446
C -1.4507 2.0344 0.4768
N -0.5864 3.0240 0.5413
C 0.7493 2.8367 0.3967
C 1.2728 1.6036 0.1830
C 2.7654 1.5842 -0.0114
C 3.1553 1.4757 -1.5029
O 4.3437 0.7080 -1.6019
C 0.3800 0.4738 0.1392
H 2.7568 -0.9554 -0.9286
H 2.7746 -0.9982 0.8474
H 0.1705 -2.8720 -0.1643
H -3.2463 -3.0963 -1.2435
H -1.6528 -4.1232 -0.0084
H -4.6588 0.5274 2.0131
H -3.7077 1.7653 -0.8952
H -2.4790 2.3098 0.6396
H -0.9228 3.9629 0.7098
H 1.3656 3.7198 0.4553
H 3.2825 0.8278 0.5637
H 3.1531 2.5385 0.3412
H 2.3476 1.0208 -2.0823
H 3.3549 2.4742 -1.8943
H 4.3388 0.1897 -2.4113
*
```

The frontier orbital gap comes out at 0.28599 Ha. The value obtained for the HOMO energy is -12.84 eV.

Listed below, in e, are the Mulliken charges computed for each atom: number 1, O, carries -0.189; number 2, N, carries 0.230; number 3, O, carries -0.326; number 4, C, carries -1.414; number 5, C, carries 0.733; number 6, C, carries -0.633; number 7, C, carries 0.216; number 8, P, carries 0.347; number 9, O, carries -0.578; number 10, C, carries 0.302; number 11, P, carries 1.022; number 12, O, carries -0.677; number 13, O, carries -0.462; number 14, O, carries -0.641; number 15, C, carries 0.542; number 16, C, carries -1.318; number 17, N, carries 0.031; number 18, C, carries -0.818; number 19, C, carries 0.829; number 20, C, carries -1.138; number 21, C, carries -0.694; number 22, O, carries -0.564; number 23, C, carries 0.309; number 24, H, carries 0.234; number 25, H, carries 0.673; number 26, H, carries 0.546; number 27, H, carries 0.098; number 28, H, carries 0.053; number 29, H, carries 0.344; number 30, H, carries 0.355; number 31, H, carries 0.820; number 32, H, carries 0.333; number 33, H, carries 0.395; number 34, H, carries 0.411; number 35, H, carries 0.484; number 36, H, carries 0.446; number 37, H, carries 0.378; number 38, H, carries 0.323

Record 3
The following is a DFT calculation (ωB97M-V with the def2-TZVPD basis set) of a molecular structure, C12H15N5OOsS3.

Geometry as ORCA input:
```
! wB97M-V def2-TZVPD RIJCOSX def2/J DEFGRID3
* xyz 2 1
Os -0.4392 -0.2076 -0.0536
S 1.3822 0.8078 0.5333
C 1.5919 1.4571 -1.1058
S 0.0998 0.9075 -1.8544
C 2.5980 2.1785 -1.6110
C 2.5449 2.6323 -2.9711
N 2.5055 2.9825 -4.0635
C 3.7353 2.4843 -0.7914
N 4.6164 2.7380 -0.1008
S -4.8079 0.9852 -0.6896
C -4.6142 0.0261 0.7099
C -3.3204 -0.3226 0.8748
N -2.4950 0.1650 -0.1259
C -3.1638 0.8820 -1.0137
H -5.4508 -0.2324 1.3391
H -2.9142 -0.9163 1.6787
H -2.7014 1.3814 -1.8514
C 0.1255 -5.4939 1.1521
N 0.2205 -4.0342 1.2770
C 0.4593 -3.5402 2.6394
C -0.0605 -3.2038 0.2912
O -0.4941 -2.0070 0.6517
N 0.0633 -3.5301 -0.9938
C 1.0913 -4.4621 -1.4764
C -0.7375 -2.8997 -2.0399
H -0.4188 -5.8625 2.0197
H 1.1115 -5.9554 1.1374
H -0.4266 -5.7651 0.2588
H 1.2196 -4.1685 3.0981
H -0.4522 -3.6006 3.2337
H 0.8184 -2.5170 2.6187
H 1.8569 -4.6012 -0.7193
H 1.5550 -4.0177 -2.3559
H 0.6681 -5.4255 -1.7562
H -1.6694 -2.5091 -1.6295
H -1.0029 -3.6602 -2.7731
H -0.1836 -2.1113 -2.5519
*
```

The frontier orbital gap (alpha / beta) comes out at 0.25216 / 0.25208 Ha. The value obtained for the HOMO energy (alpha / beta) is -16.07 / -16.07 eV.

Listed below, in e, are the Mulliken charges computed for each atom: number 1, Os, carries 1.079; number 2, S, carries -0.050; number 3, C, carries 0.215; number 4, S, carries -0.182; number 5, C, carries 1.050; number 6, C, carries -0.228; number 7, N, carries -0.246; number 8, C, carries -0.238; number 9, N, carries -0.240; number 10, S, carries 0.021; number 11, C, carries -0.271; number 12, C, carries -0.468; number 13, N, carries -0.102; number 14, C, carries -0.033; number 15, H, carries 0.436; number 16, H, carries 0.414; number 17, H, carries 0.350; number 18, C, carries -1.107; number 19, N, carries 0.050; number 20, C, carries -1.003; number 21, C, carries 0.919; number 22, O, carries -0.656; number 23, N, carries 0.104; number 24, C, carries -1.166; number 25, C, carries -1.152; number 26, H, carries 0.402; number 27, H, carries 0.355; number 28, H, carries 0.403; number 29, H, carries 0.410; number 30, H, carries 0.343; number 31, H, carries 0.309; number 32, H, carries 0.405; number 33, H, carries 0.410; number 34, H, carries 0.370; number 35, H, carries 0.416; number 36, H, carries 0.400; number 37, H, carries 0.281

Record 4
The following is a DFT calculation (ωB97M-V with the def2-TZVPD basis set) of 2 unconnected molecules or ions with the total composition C12H16B3NO5S.

Geometry as ORCA input:
```
! wB97M-V def2-TZVPD RIJCOSX def2/J DEFGRID3
* xyz 0 1
O 1.7797 -1.5934 3.4066
S 2.3422 -2.2025 2.1476
O 1.2481 -3.0065 1.4585
C 2.9977 -0.9431 0.9637
B 2.2767 0.5020 1.3155
O 2.6103 1.2299 2.5349
B 1.3077 1.7286 2.9881
O 0.5578 2.5805 2.0876
B 0.2843 1.7772 0.9016
C -1.1578 1.7613 0.1641
C -2.1153 0.5613 0.6025
C -3.4390 0.9628 1.3543
C -4.4880 -0.1055 1.8043
C -4.2249 -1.6166 1.4976
C -2.9058 -2.0401 0.7605
C -1.8694 -0.9462 0.3187
O 1.3480 0.9861 0.3169
H 3.3612 -3.1066 2.4613
H 2.6599 -1.2795 -0.0903
H 4.1308 -0.8055 0.9767
H 0.8132 1.4401 4.0159
H -1.0040 1.6575 -0.9791
H -1.7000 2.7468 0.3884
H -3.7061 2.0560 1.5968
H -5.4610 0.2274 2.3214
H -4.9716 -2.4445 1.7764
H -2.7049 -3.1304 0.5105
H -0.9175 -1.2512 -0.2318
N 2.3290 0.9106 -3.7387
C 1.4777 0.8671 -2.6664
C 0.3379 0.2066 -3.0577
C 0.5108 -0.1669 -4.4139
C 1.7493 0.2780 -4.8065
H 3.2398 1.3400 -3.7414
H 1.7542 1.3087 -1.7238
H -0.5244 0.0125 -2.4364
H -0.1929 -0.7026 -5.0338
H 2.2663 0.2005 -5.7510
*
```

The frontier orbital gap comes out at 0.30650 Ha. The value obtained for the HOMO energy is -8.36 eV.

Listed below, in e, are the Mulliken charges computed for each atom: number 1, O, carries -0.561; number 2, S, carries 0.821; number 3, O, carries -0.585; number 4, C, carries -0.520; number 5, B, carries 0.131; number 6, O, carries -0.349; number 7, B, carries 0.477; number 8, O, carries -0.450; number 9, B, carries 0.307; number 10, C, carries -0.426; number 11, C, carries 0.555; number 12, C, carries -0.584; number 13, C, carries -0.447; number 14, C, carries -0.361; number 15, C, carries -0.568; number 16, C, carries 0.092; number 17, O, carries -0.022; number 18, H, carries 0.165; number 19, H, carries 0.220; number 20, H, carries 0.426; number 21, H, carries -0.061; number 22, H, carries 0.131; number 23, H, carries 0.269; number 24, H, carries 0.207; number 25, H, carries 0.291; number 26, H, carries 0.287; number 27, H, carries 0.326; number 28, H, carries 0.200; number 29, N, carries 0.009; number 30, C, carries -0.651; number 31, C, carries 0.199; number 32, C, carries -1.048; number 33, C, carries -0.440; number 34, H, carries 0.189; number 35, H, carries 0.566; number 36, H, carries 0.426; number 37, H, carries 0.400; number 38, H, carries 0.382

Record 5
The following is a DFT calculation (ωB97M-V with the def2-TZVPD basis set) of a molecular structure, C12H16Cl2GdN2O2P.

Geometry as ORCA input:
```
! wB97M-V def2-TZVPD RIJCOSX def2/J DEFGRID3
* xyz 2 8
C -1.8591 3.7152 2.6920
C -1.0923 2.6009 2.1500
H -1.2395 4.0604 3.5528
H -2.9019 3.4187 3.0258
H -2.0128 4.4890 1.9178
O -0.1428 1.8730 2.2441
Cl -3.5304 1.3900 0.0850
Gd -1.2650 0.7204 0.4087
P 1.3433 1.2702 -1.4044
C 3.1809 1.2629 -1.3583
C 1.1719 0.9658 -3.2097
H -0.0170 3.3011 -1.3755
H 1.5775 3.5535 -2.1728
H 1.4692 3.4860 -0.3731
C 1.0659 3.0745 -1.3247
H 0.0914 0.8651 -3.4254
H 1.6036 1.7808 -3.7961
H 3.6053 1.9835 -2.0628
H 3.5534 0.2566 -1.6071
H 1.6541 0.0188 -3.4677
H 3.5335 1.5097 -0.3390
C 1.6030 -0.3752 0.7900
O 2.4839 -0.9991 1.1660
Cl -1.8663 0.0504 -2.0751
N -1.8637 -5.7477 -1.9438
C -1.5830 -5.0268 -1.0401
C -1.2402 -4.1153 0.0428
C -0.9306 -4.6608 1.3128
C -0.5738 -3.7470 2.3232
C -0.5531 -2.3880 2.0265
N -0.9654 -1.9194 0.8576
C -1.2587 -2.7297 -0.1277
H -0.9787 -5.7850 1.4861
H -0.3245 -4.1271 3.3081
H -0.2115 -1.7089 2.7937
H -1.5264 -2.3169 -1.0797
*
```

The frontier orbital gap (alpha / beta) comes out at 0.30440 / 0.16350 Ha. The value obtained for the HOMO energy (alpha / beta) is -15.73 / -15.72 eV.

Listed below, in e, are the Mulliken charges computed for each atom: number 1, C, carries -1.009; number 2, C, carries 0.744; number 3, H, carries 0.354; number 4, H, carries 0.338; number 5, H, carries 0.319; number 6, O, carries -0.450; number 7, Cl, carries -0.292; number 8, Gd, carries 0.917; number 9, P, carries 1.084; number 10, C, carries -1.280; number 11, C, carries -1.174; number 12, H, carries 0.396; number 13, H, carries 0.445; number 14, H, carries 0.367; number 15, C, carries -1.195; number 16, H, carries 0.320; number 17, H, carries 0.445; number 18, H, carries 0.417; number 19, H, carries 0.428; number 20, H, carries 0.392; number 21, H, carries 0.428; number 22, C, carries 0.107; number 23, O, carries -0.095; number 24, Cl, carries -0.316; number 25, N, carries -0.369; number 26, C, carries -0.206; number 27, C, carries 0.110; number 28, C, carries -0.107; number 29, C, carries -0.837; number 30, C, carries -0.144; number 31, N, carries -0.063; number 32, C, carries 0.039; number 33, H, carries 0.443; number 34, H, carries 0.431; number 35, H, carries 0.487; number 36, H, carries 0.528

Record 6
The following is a DFT calculation (ωB97M-V with the def2-TZVPD basis set) of a molecular structure, C12H16Cl2MnN11SSi.

Geometry as ORCA input:
```
! wB97M-V def2-TZVPD RIJCOSX def2/J DEFGRID3
* xyz 0 5
Mn -0.1247 0.5074 -1.7433
N -1.5369 3.5490 -1.2331
C -1.9361 2.4815 -0.4397
N -2.5616 2.6680 0.7195
N -2.7005 1.4512 1.2364
N -2.1030 0.5431 0.4384
N -1.6842 1.1938 -0.6765
C -0.8344 3.3968 -2.4290
N -0.5334 4.3884 -3.3476
N 0.0188 3.6991 -4.4079
N 0.0715 2.4178 -4.1487
N -0.4323 2.2082 -2.8949
H -1.9376 4.4775 -1.0951
C 1.9066 -3.1693 2.3646
Si 0.5369 -1.9453 2.8891
C 0.6358 -1.6223 4.7651
C -1.1924 -2.2384 2.2198
C 1.0788 -0.3319 1.9298
C 1.5168 0.8481 2.5261
C 1.8244 2.0177 1.7579
C 1.5933 1.9779 0.4092
N 1.0844 0.8733 -0.1837
C 0.8654 -0.2784 0.5337
S 0.2586 -1.5066 -0.5408
H 1.5846 -4.1845 2.4175
H 2.7289 -3.0674 3.0963
H 2.2594 -3.0333 1.3452
H 0.4613 -2.5702 5.3060
H -0.1653 -0.9676 5.0334
H 1.6095 -1.2269 5.0431
H -1.7798 -2.6757 3.0943
H -1.1295 -3.0207 1.4703
H -1.7007 -1.3462 1.8950
H 1.6487 0.7887 3.5909
H 2.2141 2.9147 2.2108
H 1.9188 2.7060 -0.3527
N 2.4991 -0.4353 -3.2179
C 1.5507 -0.2826 -2.5322
H 3.0408 -0.4476 -4.0819
Cl -0.7024 -2.0837 -5.5263
C -2.2091 -2.2403 -4.6301
Cl -2.2595 -1.2354 -3.1882
H -2.3311 -3.3010 -4.3538
H -3.0526 -1.8974 -5.2692
*
```

The frontier orbital gap (alpha / beta) comes out at 0.22794 / 0.24951 Ha. The value obtained for the HOMO energy (alpha / beta) is -8.16 / -8.19 eV.

Listed below, in e, are the Mulliken charges computed for each atom: number 1, Mn, carries -0.257; number 2, N, carries -0.074; number 3, C, carries 0.485; number 4, N, carries -0.527; number 5, N, carries -0.517; number 6, N, carries -0.074; number 7, N, carries 0.337; number 8, C, carries 0.434; number 9, N, carries -0.496; number 10, N, carries -0.440; number 11, N, carries -0.524; number 12, N, carries 0.447; number 13, H, carries 0.265; number 14, C, carries -1.119; number 15, Si, carries 0.407; number 16, C, carries -1.183; number 17, C, carries -0.993; number 18, C, carries 0.129; number 19, C, carries -0.022; number 20, C, carries -1.019; number 21, C, carries -0.383; number 22, N, carries -0.272; number 23, C, carries 0.592; number 24, S, carries -0.174; number 25, H, carries 0.391; number 26, H, carries 0.271; number 27, H, carries 0.358; number 28, H, carries 0.337; number 29, H, carries 0.322; number 30, H, carries 0.356; number 31, H, carries 0.355; number 32, H, carries 0.321; number 33, H, carries 0.361; number 34, H, carries 0.408; number 35, H, carries 0.422; number 36, H, carries 0.478; number 37, N, carries -0.148; number 38, C, carries 0.380; number 39, H, carries 0.297; number 40, Cl, carries -0.151; number 41, C, carries -0.374; number 42, Cl, carries -0.013; number 43, H, carries 0.299; number 44, H, carries 0.308

Across the entries above, largest force on an atom takes the values 3.65, 1.04, 0.57, 5.52, 4.67, 3.92 eV Å⁻¹, respectively.